DFT (ωB97M-V/def2-TZVPD) results for C10H13LiN5O7 as an isolated structure.

Structure (ORCA input):
```
! RIJCOSX wB97M-V def2-TZVPD def2/J DEFGRID3
* xyz 1 1
Li 0.5331 -0.9646 -1.8702
O -3.6311 4.8171 -0.5502
N -4.1375 3.7345 -0.3436
O -5.2837 3.5463 0.0089
C -3.2992 2.5461 -0.5443
C -3.8497 1.2764 -0.3114
C -3.0559 0.1935 -0.4904
C -1.7085 0.2334 -0.9734
O -1.0864 -0.8391 -1.2096
C -1.2001 1.5687 -1.1289
C -2.0012 2.6995 -0.9236
N 0.1733 1.8200 -1.4558
O 0.9379 0.8590 -1.7186
O 0.5987 2.9476 -1.4303
N -3.5787 -1.1390 -0.1553
O -4.5733 -1.5145 -0.7327
O -2.9730 -1.7570 0.6998
H -4.8770 1.1767 0.0122
H -1.5927 3.6881 -1.0698
N 3.2092 -1.8484 1.9029
C 4.0435 -1.6860 0.6480
C 3.1500 -1.2478 -0.5185
N 1.7895 -1.7894 -0.4300
C 1.0741 -1.3175 0.7850
C 2.0274 -0.9200 1.9125
H 3.7916 -1.7012 2.7268
H 2.8683 -2.8082 1.9665
H 4.5212 -2.6462 0.4635
H 4.8139 -0.9478 0.8613
H 3.6199 -1.5686 -1.4465
H 3.0728 -0.1615 -0.5608
H 1.8031 -2.8036 -0.4471
H 0.3852 -2.0985 1.1056
H 0.4631 -0.4499 0.5497
H 1.5476 -0.9830 2.8861
H 2.4249 0.0847 1.7821
*
```

Output
Relative energy (zero: lowest compared OMol25 entry of this formula, charge and spin) in kcal per mole: 2.1
HOMO level in eV: -11.555
DFT total energy in eV: -32555.6960
Molecular weight in Da: 322.18
Orbital gap in eV: 7.66